1.
The following is a DFT calculation (wB97M-V/def2-TZVPD) of C46H31ClF3MoN6O4Sb as an isolated structure.

```
! RIJCOSX wB97M-V def2-TZVPD def2/J DEFGRID3
* xyz 2 1
Mo 0.020 0.105 0.228
C -1.635 4.719 -2.700
C -1.542 4.879 -1.326
C -0.865 3.942 -0.558
C -0.279 2.850 -1.178
C -0.346 2.693 -2.556
C -1.041 3.625 -3.314
N 0.514 1.903 -0.421
C 1.885 2.283 -0.396
C 2.363 3.545 -0.735
C 3.724 3.790 -0.638
C 4.620 2.810 -0.215
C 4.162 1.547 0.106
C 2.796 1.312 0.009
N 2.170 0.072 0.139
N 2.871 -0.964 0.139
C 2.096 -2.106 -0.037
C 2.719 -3.333 -0.159
C 1.934 -4.435 -0.460
C 0.569 -4.264 -0.636
C 0.014 -3.007 -0.481
N 0.763 -1.931 -0.176
H -2.165 5.451 -3.295
H -2.007 5.730 -0.847
H -0.766 4.074 0.514
H 0.146 1.851 -3.029
H -1.105 3.502 -4.386
H 1.692 4.324 -1.064
H 4.097 4.771 -0.901
H 5.676 3.032 -0.155
H 4.832 0.757 0.415
H 3.790 -3.398 -0.039
H 2.385 -5.413 -0.567
H -0.076 -5.096 -0.878
H -1.049 -2.842 -0.575
O -1.961 -2.998 4.799
C -1.017 -2.174 5.224
O -0.647 -2.133 6.360
C -0.398 -1.255 4.206
C 0.608 -0.323 4.477
Cl 1.301 0.097 5.946
N 0.914 0.329 3.334
N 0.125 -0.104 2.334
C -0.650 -1.066 2.853
C -1.588 -1.678 1.890
O -2.336 -2.586 2.148
O -1.508 -1.111 0.700
C 1.836 1.418 3.186
C 1.363 2.619 2.674
C 2.216 3.709 2.609
C 3.525 3.585 3.054
C 3.986 2.369 3.549
C 3.142 1.272 3.621
H -2.166 -2.917 3.844
H 0.332 2.710 2.362
H 1.847 4.655 2.226
H 4.190 4.438 3.022
H 5.009 2.272 3.887
H 3.502 0.325 4.002
F -6.186 6.282 -0.566
C -5.426 5.204 -0.380
C -4.633 5.138 0.755
C -3.844 4.017 0.940
C -3.856 2.981 0.007
C -4.669 3.071 -1.118
C -5.462 4.191 -1.320
Sb -2.729 1.234 0.337
C -3.061 0.943 2.412
C -3.993 0.049 2.932
C -4.146 -0.102 4.304
C -3.367 0.667 5.149
F -3.506 0.528 6.464
C -2.442 1.582 4.670
C -2.300 1.708 3.299
C -3.908 -0.167 -0.697
C -5.248 -0.359 -0.370
C -6.012 -1.298 -1.046
C -5.419 -2.021 -2.064
F -6.145 -2.926 -2.720
C -4.100 -1.830 -2.439
C -3.350 -0.898 -1.743
H -4.653 5.950 1.469
H -3.237 3.953 1.836
H -4.694 2.273 -1.850
H -6.107 4.284 -2.183
H -4.586 -0.578 2.277
H -4.855 -0.804 4.722
H -1.866 2.176 5.367
H -1.580 2.428 2.924
H -5.722 0.237 0.402
H -7.052 -1.467 -0.803
H -3.693 -2.397 -3.265
H -2.319 -0.735 -2.043
*
```

The total energy comes out at -3468.75396 a.u. As for the max |F|: 0.73 eV/Å. For the HOMO energy (alpha / beta), the calculation gives -13.72 / -13.72 eV.

Here are the Löwdin charges for atoms 1 to 6, given in e: 1.62, -0.05, -0.06, -0.09, -0.39, -0.03

***

2.
The following is a DFT calculation (wB97M-V/def2-TZVPD) of C46H32Cl2IN6O2PPmS as an isolated structure at a distorted geometry.

```
! RIJCOSX wB97M-V def2-TZVPD def2/J DEFGRID3
* xyz 1 5
Pm -17.145 7.311 8.642
Cl -15.455 1.133 12.304
C -15.300 2.435 11.279
C -16.449 3.245 10.980
C -16.408 4.457 10.243
N -17.547 5.181 9.916
C -18.807 4.764 10.313
O -19.145 3.842 11.067
C -19.958 5.539 9.731
C -21.233 5.225 10.251
C -22.338 5.810 9.665
C -22.138 6.634 8.511
C -20.841 6.803 8.049
N -19.755 6.332 8.673
C -15.131 4.908 9.757
C -13.994 4.063 9.983
C -14.056 2.876 10.747
Cl -12.604 2.032 10.933
N -15.123 6.120 9.087
C -14.001 6.638 8.511
O -12.870 6.092 8.408
C -14.040 8.020 7.940
C -12.840 8.532 7.451
C -12.718 9.901 7.221
C -13.834 10.726 7.573
C -15.018 10.119 7.966
N -15.148 8.778 8.076
H -17.399 2.966 11.442
H -21.262 4.421 10.976
H -23.346 5.589 10.031
H -22.987 7.110 8.041
H -20.641 7.297 7.103
H -13.019 4.329 9.501
H -12.060 7.779 7.323
H -11.788 10.333 6.800
H -13.799 11.809 7.414
H -15.891 10.682 8.239
I -18.559 9.134 6.119
C -17.739 9.085 3.968
C -17.580 10.361 3.480
C -17.748 10.638 2.098
C -18.098 9.644 1.245
C -18.180 8.329 1.707
C -18.500 7.299 0.782
C -18.429 5.994 1.189
C -18.087 5.662 2.511
C -17.841 6.615 3.461
P -17.418 6.153 5.151
C -15.822 5.380 4.740
C -14.655 6.137 4.933
C -13.424 5.517 4.757
C -13.342 4.145 4.429
C -14.500 3.427 4.147
C -15.749 4.041 4.264
C -18.547 4.755 5.426
C -19.827 4.760 4.852
C -20.640 3.642 5.019
C -20.224 2.544 5.787
C -18.974 2.584 6.382
C -18.162 3.698 6.279
C -17.915 8.000 3.094
H -17.276 11.174 4.125
H -17.638 11.674 1.794
H -18.369 9.811 0.197
H -18.730 7.602 -0.232
H -18.617 5.210 0.432
H -18.035 4.627 2.766
H -14.761 7.179 5.298
H -12.522 6.108 4.868
H -12.388 3.603 4.364
H -14.401 2.413 3.769
H -16.643 3.514 3.983
H -20.146 5.598 4.229
H -21.602 3.649 4.553
H -20.892 1.683 5.899
H -18.604 1.710 6.961
H -17.261 3.825 6.877
N -20.011 11.827 14.000
C -18.728 11.766 13.530
S -17.603 12.938 13.961
C -18.478 10.743 12.525
C -19.513 10.020 11.867
C -19.229 9.079 10.897
N -17.969 8.778 10.491
C -16.965 9.451 11.118
C -17.187 10.321 12.135
H -20.093 12.323 14.884
H -20.522 10.942 14.022
H -20.546 10.259 12.076
H -20.032 8.489 10.454
H -15.959 9.229 10.796
H -16.278 10.767 12.631
*
```

The total energy comes out at -4817.04066 a.u. As for the max |F|: 3.93 eV/Å. For the HOMO energy (alpha / beta), the calculation gives -9.08 / -9.08 eV. Its expectation value of S² is 6.005.

Here are the Löwdin charges for atoms 1 to 6, given in e: 1.57, 0.74, -0.73, -0.02, -0.24, -0.04

***

3.
The following is a DFT calculation (wB97M-V/def2-TZVPD) of C46H32F12N4O2P2ReSe2 as an isolated structure at a distorted geometry.

```
! RIJCOSX wB97M-V def2-TZVPD def2/J DEFGRID3
* xyz 0 4
Re 0.219 -0.189 0.082
C 2.471 -1.242 5.650
C 1.856 -0.469 4.515
C 2.502 0.630 3.948
C 1.941 1.312 2.892
C 0.693 0.933 2.378
N 0.217 1.443 1.164
C 0.109 2.775 0.801
C 0.304 3.772 1.759
C 0.213 5.110 1.433
C -0.090 5.507 0.138
C -0.182 6.958 -0.248
C -0.329 4.513 -0.799
C -0.240 3.154 -0.509
C -0.661 2.159 -1.601
O -0.704 0.810 -1.264
C 0.239 2.236 -2.880
F -0.377 1.653 -3.922
F 1.379 1.566 -2.678
F 0.564 3.477 -3.254
C -2.142 2.476 -2.010
F -2.209 3.535 -2.842
F -2.876 2.761 -0.931
F -2.722 1.450 -2.629
C 0.002 -0.157 2.960
C 0.617 -0.835 4.017
C -1.405 -0.546 2.431
O -1.479 -0.648 1.055
C -2.437 0.511 2.931
F -2.226 1.705 2.374
F -3.692 0.154 2.648
F -2.349 0.672 4.266
C -1.855 -1.946 2.951
F -2.975 -2.347 2.359
F -2.065 -1.994 4.279
F -0.910 -2.868 2.665
H 3.542 -1.054 5.719
H 2.325 -2.313 5.512
H 2.019 -0.966 6.604
H 3.466 0.943 4.332
H 2.465 2.135 2.423
H 0.509 3.483 2.780
H 0.373 5.855 2.203
H 0.022 7.604 0.605
H -1.176 7.203 -0.627
H 0.536 7.201 -1.032
H -0.614 4.822 -1.794
H 0.119 -1.670 4.486
Se 7.256 1.563 -0.697
P 6.292 -0.269 -0.386
C 6.596 -1.427 -1.753
C 6.304 -0.902 -3.015
C 6.597 -1.622 -4.157
C 7.200 -2.871 -4.058
C 7.482 -3.402 -2.812
C 7.176 -2.686 -1.662
C 6.813 -0.942 1.216
C 7.997 -1.646 1.409
C 8.414 -1.967 2.693
C 7.659 -1.582 3.791
C 6.489 -0.858 3.602
C 6.069 -0.535 2.323
C 4.463 -0.097 -0.307
C 3.283 -0.856 -0.327
N 2.268 0.066 -0.329
N 2.792 1.282 -0.269
N 4.079 1.203 -0.257
P 2.741 -2.570 -0.275
Se 0.559 -2.623 -0.365
C 3.272 -3.341 1.261
C 4.632 -3.461 1.527
C 5.060 -4.022 2.717
C 4.128 -4.469 3.644
C 2.772 -4.356 3.381
C 2.337 -3.791 2.191
C 3.325 -3.532 -1.675
C 3.779 -4.836 -1.517
C 3.992 -5.626 -2.638
C 3.756 -5.114 -3.902
C 3.315 -3.805 -4.060
C 3.093 -3.013 -2.950
H 5.873 0.089 -3.095
H 6.369 -1.204 -5.128
H 7.446 -3.427 -4.952
H 7.942 -4.378 -2.727
H 7.396 -3.133 -0.702
H 8.635 -1.899 0.573
H 9.344 -2.503 2.834
H 7.991 -1.828 4.791
H 5.914 -0.528 4.458
H 5.168 0.049 2.178
H 5.355 -3.122 0.802
H 6.118 -4.101 2.924
H 4.463 -4.905 4.576
H 2.045 -4.704 4.103
H 1.279 -3.684 1.996
H 3.943 -5.242 -0.527
H 4.338 -6.644 -2.519
H 3.916 -5.736 -4.773
H 3.134 -3.407 -5.049
H 2.723 -2.000 -3.067
*
```

The total energy comes out at -8903.99389 a.u. As for the max |F|: 1.13 eV/Å. For the HOMO energy (alpha / beta), the calculation gives -7.36 / -7.71 eV. Its expectation value of S² is 3.768. The energy above the lowest of the compared OMol25 structures with the same formula, charge and spin is 0.0 kJ/mol.

Here are the Löwdin charges for atoms 1 to 6, given in e: 1.45, -0.03, -0.25, -0.02, -0.01, -0.26

***

4.
The following is a DFT calculation (wB97M-V/def2-TZVPD) of a 6-piece molecular cluster, C46H34BF3NO11 overall at a distorted geometry.

```
! RIJCOSX wB97M-V def2-TZVPD def2/J DEFGRID3
* xyz -3 1
N 23.591 -23.167 -15.462
O 23.534 -23.564 -16.522
O 23.479 -24.021 -14.567
O 23.616 -21.956 -15.252
C 26.935 -24.711 -17.107
O 26.464 -24.641 -15.806
O 25.944 -25.380 -17.869
C 27.488 -23.406 -17.703
F 28.041 -23.651 -18.844
F 26.541 -22.460 -17.838
F 28.483 -22.893 -16.893
C 27.266 -24.352 -14.655
C 27.178 -22.916 -14.274
H 27.717 -22.567 -13.393
H 27.594 -22.216 -14.999
H 26.128 -22.624 -14.228
H 28.330 -24.526 -14.811
H 26.814 -24.953 -13.865
H 27.749 -25.435 -17.109
B 22.188 -25.830 -17.927
H 23.267 -25.860 -17.944
H 21.794 -24.929 -18.370
H 21.840 -26.773 -18.319
H 21.963 -25.926 -16.876
C 17.601 -29.836 -12.455
C 18.419 -29.842 -13.679
C 19.257 -28.829 -13.985
C 19.302 -27.755 -13.074
C 18.378 -27.633 -11.987
C 17.547 -28.674 -11.695
C 18.185 -26.376 -11.204
O 17.452 -26.271 -10.232
C 18.853 -25.086 -11.809
C 18.612 -23.886 -11.198
C 19.268 -22.765 -11.546
C 20.189 -22.849 -12.588
C 20.443 -24.042 -13.246
C 19.699 -25.218 -12.917
C 20.178 -26.578 -13.405
O 21.285 -26.685 -14.059
H 17.000 -30.701 -12.217
H 18.559 -30.707 -14.311
H 19.945 -28.867 -14.817
H 16.955 -28.562 -10.798
H 17.927 -23.810 -10.367
H 19.245 -21.863 -10.952
H 20.723 -21.932 -12.790
H 21.176 -24.074 -14.039
C 21.004 -29.050 -10.437
C 20.402 -28.630 -9.284
C 20.668 -27.336 -8.817
C 21.589 -26.512 -9.535
C 22.221 -27.011 -10.716
C 21.919 -28.288 -11.164
C 23.202 -26.252 -11.483
O 23.604 -26.736 -12.548
C 23.641 -24.969 -10.822
C 24.726 -24.321 -11.395
C 25.402 -23.335 -10.707
C 24.918 -22.818 -9.493
C 23.711 -23.290 -8.974
C 23.139 -24.466 -9.618
C 21.980 -25.146 -8.949
O 21.340 -24.648 -7.998
H 20.749 -29.997 -10.891
H 19.550 -29.162 -8.890
H 20.335 -27.054 -7.829
H 22.411 -28.727 -12.020
H 25.112 -24.632 -12.354
H 26.361 -22.973 -11.046
H 25.523 -22.131 -8.919
H 23.265 -22.838 -8.101
C 18.416 -15.343 -15.285
C 17.587 -15.231 -14.139
C 17.976 -15.841 -12.950
C 19.156 -16.631 -12.872
C 19.916 -16.807 -14.082
C 19.572 -16.101 -15.241
C 21.112 -17.730 -14.071
O 21.824 -17.810 -15.037
C 21.393 -18.519 -12.835
C 22.300 -19.561 -12.900
C 22.515 -20.320 -11.719
C 21.838 -20.136 -10.589
C 20.858 -19.148 -10.513
C 20.652 -18.283 -11.662
C 19.672 -17.136 -11.592
O 19.327 -16.786 -10.502
H 18.042 -14.827 -16.157
H 16.642 -14.708 -14.138
H 17.336 -15.778 -12.083
H 20.037 -16.257 -16.204
H 22.948 -19.678 -13.755
H 23.185 -21.163 -11.637
H 22.080 -20.681 -9.689
H 20.319 -19.045 -9.583
*
```

The total energy comes out at -2979.70002 a.u. As for the max |F|: 8.23 eV/Å. For the HOMO energy, the calculation gives 2.44 eV.

Here are the Löwdin charges for atoms 1 to 6, given in e: -0.71, 0.07, -0.09, -0.11, -0.52, -0.07

***

5.
The following is a DFT calculation (wB97M-V/def2-TZVPD) of C46H34Cl4N3O8P2S2Ta as an isolated structure at a distorted geometry.

```
! RIJCOSX wB97M-V def2-TZVPD def2/J DEFGRID3
* xyz 0 1
Ta 0.552 -1.306 0.359
C -0.303 2.259 7.375
C -0.566 1.744 5.991
C 0.184 0.701 5.454
C -0.079 0.209 4.186
C -1.107 0.778 3.453
C -1.861 1.827 3.958
C -1.587 2.305 5.224
S -1.425 0.297 1.782
O -2.764 0.695 1.449
O -0.402 0.889 0.924
N -1.179 -1.292 1.534
C -2.102 -2.182 2.152
C -3.111 -1.766 2.997
C -4.030 -2.675 3.548
C -3.938 -4.010 3.302
C -2.897 -4.493 2.482
C -2.714 -5.868 2.221
C -1.680 -6.265 1.426
C -0.845 -5.281 0.867
N -0.993 -3.997 1.075
C -1.983 -3.583 1.888
H 0.646 1.891 7.758
H -1.096 1.930 8.048
H -0.297 3.349 7.387
H 0.994 0.273 6.029
H 0.513 -0.586 3.757
H -2.649 2.241 3.345
H -2.165 3.130 5.619
H -3.234 -0.720 3.224
H -4.824 -2.291 4.174
H -4.646 -4.711 3.724
H -3.395 -6.584 2.663
H -1.494 -7.309 1.217
H -0.027 -5.576 0.221
N 0.034 1.818 -1.753
P -0.383 0.136 -1.766
C -2.043 0.443 -2.471
C -2.150 0.903 -3.782
C -3.380 1.297 -4.280
C -4.504 1.255 -3.466
C -4.398 0.812 -2.158
C -3.171 0.398 -1.659
C 0.581 -0.449 -3.200
C 1.913 -0.083 -3.377
C 2.668 -0.663 -4.383
C 2.094 -1.586 -5.243
C 0.762 -1.936 -5.089
C 0.017 -1.391 -4.056
P 1.447 2.286 -0.796
C 0.767 3.737 0.116
C 1.259 3.918 1.408
C 0.794 4.957 2.199
C -0.168 5.827 1.708
C -0.666 5.650 0.425
C -0.199 4.613 -0.368
C 2.341 3.246 -2.088
C 3.673 3.543 -1.795
C 4.463 4.218 -2.712
C 3.934 4.591 -3.939
C 2.616 4.283 -4.242
C 1.822 3.608 -3.327
H -0.768 2.316 -1.373
H -1.266 0.955 -4.402
H -3.462 1.652 -5.298
H -5.462 1.579 -3.850
H -5.269 0.801 -1.517
H -3.081 0.072 -0.633
H 2.367 0.639 -2.714
H 3.713 -0.403 -4.482
H 2.688 -2.045 -6.022
H 0.308 -2.660 -5.750
H -1.010 -1.699 -3.906
H 2.011 3.232 1.778
H 1.186 5.089 3.200
H -0.527 6.645 2.320
H -1.420 6.326 0.042
H -0.583 4.501 -1.376
H 4.078 3.216 -0.845
H 5.497 4.437 -2.481
H 4.546 5.120 -4.657
H 2.207 4.562 -5.205
H 0.802 3.349 -3.581
O 3.459 0.816 1.019
S 2.869 -0.485 0.940
O 3.744 -1.563 1.249
O 1.591 -0.526 1.793
O 2.224 -0.742 -0.446
Cl 2.549 -6.458 -3.589
C 2.335 -5.377 -2.272
C 3.222 -5.402 -1.201
Cl 4.564 -6.467 -1.210
C 3.003 -4.582 -0.091
Cl 4.024 -4.622 1.277
C 1.948 -3.677 -0.110
O 1.594 -2.886 0.885
C 1.125 -3.558 -1.253
O 0.237 -2.563 -1.159
C 1.265 -4.475 -2.286
Cl 0.078 -4.572 -3.516
*
```

The total energy comes out at -5916.57816 a.u. As for the max |F|: 5.55 eV/Å. For the HOMO energy, the calculation gives -8.09 eV. The energy above the lowest of the compared OMol25 structures with the same formula, charge and spin is 238.2 kJ/mol.

Here are the Löwdin charges for atoms 1 to 6, given in e: 1.76, -0.04, -0.26, -0.01, -0.03, -0.28

***

Which value of max |F| does entry 5 give?
5.55 eV/Å

***

Among the records above, which one has the lowest max |F|?
C46H31ClF3MoN6O4Sb

***

Among the records above, which one has the highest max |F|?
C46H34BF3NO11

***

The highest max |F| belongs to which entry?
C46H34BF3NO11